a) {
  "formula": "CH2N2O2",
  "method": "wB97M-V/def2-TZVPD",
  "homo_ev": -10.29,
  "e_lumo_ev": 0.6556,
  "total_charge": 0,
  "species": ["N", "C", "O", "H", "O", "H", "N"],
  "coordinates": [[2.114, -0.292, 0.043], [-1.594, 0.180, -0.055], [2.601, -0.241, 1.059], [-2.564, -0.340, 0.143], [-1.506, 1.355, 0.312], [-0.708, -0.364, -0.510], [1.658, -0.298, -0.993]]
}


b) {
  "formula": "CH2N2O2",
  "method": "wB97M-V/def2-TZVPD",
  "homo_ev": [-9.99, -9.97],
  "e_lumo_ev": [-0.8370, -0.7625],
  "total_charge": 0,
  "species": ["C", "H", "O", "H", "O", "N", "N"],
  "coordinates": [[0.885, -0.446, -0.924], [-0.902, 1.426, 0.269], [-1.685, 0.874, 0.602], [0.602, -0.745, 0.946], [1.005, 0.024, -2.015], [1.155, -0.921, 0.154], [-1.060, -0.212, 0.968]]
}


Top of the stability list: a), leading by 190.9 kJ/mol.


a) {
  "formula": "CH2N2O2",
  "method": "wB97M-V/def2-TZVPD",
  "homo_ev": -9.85,
  "e_lumo_ev": 0.2533,
  "total_charge": 0,
  "species": ["C", "O", "N", "N", "H", "H", "O"],
  "coordinates": [[0.210, -0.329, -0.086], [3.609, -0.620, -0.066], [1.179, -1.060, 0.098], [2.686, 0.093, 0.044], [-0.813, -0.861, -0.111], [0.405, 0.706, -0.079], [2.411, 1.218, 0.027]]
}


b) {
  "formula": "CH2N2O2",
  "method": "wB97M-V/def2-TZVPD",
  "homo_ev": -9.87,
  "e_lumo_ev": 0.1894,
  "total_charge": 0,
  "species": ["C", "O", "N", "H", "N", "H", "O"],
  "coordinates": [[-1.163, 0.650, 0.885], [-0.139, -0.591, -0.961], [-0.833, 0.307, -0.454], [1.282, -1.793, -0.221], [-0.276, 1.377, 0.291], [0.698, 1.653, 0.385], [0.431, -1.604, 0.075]]
}


Top of the stability list: a), leading by 392.9 kJ/mol.


a) {
  "formula": "C2H10NO2S",
  "method": "wB97M-V/def2-TZVPD",
  "homo_ev": [-9.80, -9.43],
  "spin_multiplicity": 2,
  "s2": 0.753,
  "e_lumo_ev": [0.5155, -2.4410],
  "total_charge": 0,
  "species": ["H", "O", "H", "N", "H", "S", "H", "C", "H", "H", "O", "C", "H", "H", "H", "H"],
  "coordinates": [[-0.657, -2.463, 1.594], [3.035, 1.034, 0.943], [-1.163, -3.071, 2.892], [-0.470, -0.626, 0.851], [3.101, 1.951, 0.643], [0.118, 1.055, -2.020], [3.015, 0.506, 0.140], [-1.489, 0.058, 0.018], [-0.067, -1.332, 0.220], [-0.514, 1.938, 0.141], [-0.774, -3.313, 2.047], [-0.974, 1.334, -0.637], [-1.791, 1.948, -1.013], [-2.434, 0.227, 0.543], [0.369, -0.033, 0.829], [-1.745, -0.638, -0.785]]
}


b) {
  "formula": "C2H10NO2S",
  "method": "wB97M-V/def2-TZVPD",
  "homo_ev": [-9.91, -9.56],
  "spin_multiplicity": 2,
  "s2": 0.753,
  "e_lumo_ev": [0.4413, -2.6144],
  "total_charge": 0,
  "species": ["H", "H", "H", "H", "H", "C", "H", "O", "H", "O", "H", "N", "H", "C", "S", "H"],
  "coordinates": [[0.618, 0.818, 1.906], [2.365, -0.283, -1.308], [1.221, 0.112, 0.258], [0.085, -1.736, 0.107], [-2.837, 0.836, 1.063], [1.319, -0.148, -1.857], [-0.015, 1.175, -0.642], [-2.420, 0.072, 1.361], [-0.472, 0.748, 3.096], [0.242, 1.300, 2.786], [-0.777, -0.991, -1.159], [-0.452, -0.924, -0.215], [-1.800, -0.076, 0.460], [0.543, 0.206, -0.565], [0.927, -1.737, -2.647], [1.453, 0.628, -2.643]]
}


Top of the stability list: a), leading by 146.5 kJ/mol.


a) {
  "formula": "C3H2OS",
  "method": "wB97M-V/def2-TZVPD",
  "homo_ev": -9.25,
  "e_lumo_ev": -0.6607,
  "total_charge": 0,
  "species": ["C", "H", "C", "H", "C", "O", "S"],
  "coordinates": [[1.239, -0.487, 0.026], [-1.973, 0.423, -0.087], [-0.066, -0.469, 0.032], [-0.539, -1.442, 0.075], [-0.907, 0.720, -0.023], [-0.522, 1.868, -0.008], [2.768, -0.613, -0.015]]
}


b) {
  "formula": "C3H2OS",
  "method": "wB97M-V/def2-TZVPD",
  "homo_ev": -9.15,
  "e_lumo_ev": -0.6101,
  "total_charge": 0,
  "species": ["C", "H", "O", "C", "S", "C", "H"],
  "coordinates": [[1.380, -0.327, 0.033], [-1.185, 1.702, 0.023], [-0.280, 1.490, -0.024], [-0.055, 0.182, 0.070], [-1.476, -0.636, -0.013], [2.574, -0.386, -0.049], [3.647, -0.259, 0.050]]
}


Top of the stability list: a), leading by 131.8 kJ/mol.